Arrangement 1

Molecular formula: C32H40N8
Method: DFT, ωB97M-V/def2-TZVPD

Each line ends with the Mulliken charge.
Element x y z (Å)
C (-23.915, 23.868, -3.828)  -0.4778
C (-22.866, 24.477, -4.476)  -0.5550
C (-22.997, 25.828, -4.304)  -0.4096
N (-24.127, 26.029, -3.505)  0.0914
C (-24.661, 24.813, -3.199)  -0.7016
H (-24.107, 22.810, -3.731)  0.3869
H (-22.112, 23.995, -5.080)  0.6590
H (-22.363, 26.680, -4.498)  0.2673
H (-24.443, 26.961, -3.277)  0.2517
H (-25.521, 24.714, -2.554)  0.4867
C (-18.242, 21.566, -1.302)  -0.3245
C (-18.973, 20.719, -2.171)  -0.5114
C (-18.054, 19.997, -2.845)  -0.3649
N (-16.795, 20.261, -2.472)  0.0264
C (-16.940, 21.259, -1.514)  -0.8070
H (-18.704, 22.229, -0.587)  0.4374
H (-20.040, 20.674, -2.333)  0.4470
H (-18.127, 19.237, -3.610)  0.3968
H (-15.989, 19.922, -2.978)  0.2298
H (-16.093, 21.692, -1.002)  0.4162
C (-21.176, 30.060, -4.430)  -0.7296
C (-20.805, 28.818, -4.871)  -0.5429
C (-20.559, 28.106, -3.735)  -0.2467
N (-20.473, 28.928, -2.648)  0.0425
C (-20.923, 30.172, -3.072)  -0.5228
H (-21.663, 30.780, -5.071)  0.4008
H (-20.954, 28.338, -5.828)  0.4899
H (-20.308, 27.058, -3.668)  0.4335
H (-20.335, 28.664, -1.683)  0.3097
H (-21.202, 30.883, -2.308)  0.4153
C (-20.761, 25.303, 5.160)  -0.4979
C (-21.625, 25.957, 4.250)  0.0973
C (-22.518, 26.634, 5.037)  -0.8612
N (-22.349, 26.307, 6.378)  0.0224
C (-21.240, 25.505, 6.458)  -0.5399
H (-19.952, 24.629, 4.921)  0.3800
H (-21.358, 26.122, 3.217)  0.4219
H (-23.387, 27.243, 4.836)  0.3911
H (-23.001, 26.539, 7.114)  0.2087
H (-20.866, 25.104, 7.389)  0.3838
C (-21.343, 29.629, 0.711)  -0.4944
C (-22.494, 29.171, -0.020)  -0.6987
C (-22.217, 27.861, -0.362)  -0.3269
N (-21.028, 27.486, 0.194)  0.5185
C (-20.428, 28.623, 0.702)  -0.8615
H (-21.222, 30.624, 1.113)  0.4941
H (-23.372, 29.773, -0.206)  0.4357
H (-22.844, 27.157, -0.888)  0.2852
H (-20.585, 26.597, 0.012)  0.2815
H (-19.426, 28.569, 1.100)  0.4815
C (-27.333, 24.617, 3.027)  -0.6078
C (-26.537, 24.472, 1.840)  -0.1732
C (-25.268, 24.132, 2.326)  -0.4046
N (-25.293, 24.012, 3.687)  0.0342
C (-26.515, 24.350, 4.122)  -0.4525
H (-28.400, 24.780, 3.057)  0.3756
H (-26.915, 24.636, 0.842)  0.4347
H (-24.399, 23.868, 1.742)  0.2037
H (-24.529, 23.749, 4.292)  0.2110
H (-26.749, 24.337, 5.176)  0.3800
C (-18.637, 25.063, -4.848)  -0.2815
C (-17.338, 25.278, -4.450)  -0.6935
C (-16.936, 24.117, -3.802)  -0.6494
N (-17.977, 23.240, -3.701)  -0.0857
C (-19.047, 23.811, -4.330)  -0.9497
H (-19.268, 25.775, -5.360)  0.5476
H (-16.715, 26.123, -4.704)  0.4230
H (-16.072, 23.925, -3.183)  0.3290
H (-18.050, 22.459, -3.064)  0.9455
H (-20.018, 23.346, -4.412)  0.4532
C (-20.000, 24.523, 0.198)  -1.7722
C (-21.282, 24.247, 0.721)  0.0324
C (-22.187, 24.395, -0.356)  -0.8079
N (-21.423, 24.558, -1.490)  0.7913
C (-20.111, 24.747, -1.186)  -0.3739
H (-19.155, 24.529, 0.870)  0.4263
H (-21.472, 24.093, 1.773)  0.7581
H (-23.250, 24.207, -0.376)  0.4845
H (-21.848, 24.565, -2.406)  0.0829
H (-19.342, 24.904, -1.927)  0.2228

Values from the calculation:
HOMO energy (eV): -7.7936
Molar mass (u): 536.728
Gap between HOMO and LUMO (eV): 8.462
Structure (SMILES): c1cc[nH]c1.c1cc[nH]c1.c1cc[nH]c1.c1cc[nH]c1.c1cc[nH]c1.c1cc[nH]c1.c1cc[nH]c1.c1cc[nH]c1



Arrangement 2

Molecular formula: C32H40N8
Method: DFT, ωB97M-V/def2-TZVPD

Each line ends with the Mulliken charge.
Element x y z (Å)
C (4.091, -0.833, 2.831)  -0.1459
C (4.432, -1.037, 1.298)  -0.2266
C (5.964, -0.926, 1.376)  -0.7375
N (6.365, -0.558, 2.554)  0.0020
C (5.388, -0.477, 3.545)  -0.5778
H (3.127, -0.878, 3.370)  0.1998
H (3.699, -1.352, 0.564)  0.4906
H (6.506, -1.061, 0.506)  0.4477
H (7.194, -0.575, 2.942)  0.1447
H (5.673, -0.173, 4.467)  0.4494
C (-2.641, -3.774, -3.025)  -0.6523
C (-1.328, -4.482, -2.621)  -0.9437
C (-0.396, -3.401, -2.093)  -0.2945
N (-1.170, -2.240, -2.149)  0.4847
C (-2.363, -2.309, -2.739)  0.1083
H (-3.660, -4.157, -3.509)  0.2626
H (-1.110, -5.504, -2.648)  0.4921
H (0.652, -3.289, -1.640)  0.3193
H (-0.701, -1.437, -1.717)  -0.0931
H (-3.104, -1.392, -2.890)  0.0522
C (1.089, 0.598, 5.038)  -0.6051
C (0.568, 1.671, 3.930)  0.4338
C (0.761, 3.052, 4.380)  -0.6853
N (1.288, 2.895, 5.644)  -0.0637
C (1.495, 1.639, 6.128)  -0.4470
H (1.309, -0.454, 4.997)  0.4771
H (-0.086, 1.386, 2.927)  -0.1525
H (0.535, 3.890, 3.761)  0.4796
H (1.659, 3.813, 6.088)  0.2879
H (2.031, 1.496, 7.131)  0.3181
C (-2.709, 1.076, -4.186)  -0.3800
C (-2.486, 2.001, -5.314)  -0.6456
C (-0.917, 2.185, -5.329)  -0.5290
N (-0.428, 1.464, -4.325)  0.0858
C (-1.373, 0.792, -3.597)  0.6357
H (-3.777, 0.724, -3.900)  0.2081
H (-3.217, 2.444, -6.098)  0.2932
H (-0.270, 2.490, -6.097)  0.3875
H (0.537, 1.484, -4.063)  0.2266
H (-1.047, 0.010, -2.869)  -0.0501
C (-3.397, 4.874, 0.746)  -1.0055
C (-2.469, 3.724, 0.905)  -0.2841
C (-2.470, 3.274, 2.338)  -1.2689
N (-3.438, 4.028, 2.992)  -0.0076
C (-3.929, 5.028, 2.196)  -0.3354
H (-3.829, 5.218, -0.154)  0.4136
H (-1.789, 3.502, 0.203)  0.7277
H (-1.976, 2.585, 2.803)  1.1050
H (-3.810, 3.911, 3.881)  0.1808
H (-4.524, 5.695, 2.731)  0.4528
C (-3.151, -2.713, 0.898)  -0.1623
C (-2.574, -2.273, 2.295)  -0.7670
C (-3.203, -0.854, 2.511)  -0.7570
N (-3.928, -0.549, 1.381)  -0.2658
C (-3.989, -1.563, 0.425)  -1.1152
H (-2.941, -3.696, 0.625)  0.5406
H (-1.712, -2.654, 2.808)  0.5023
H (-3.079, -0.158, 3.133)  0.8722
H (-4.456, 0.457, 1.162)  0.3416
H (-4.428, -1.578, -0.444)  0.7355
C (0.335, 1.175, -1.249)  -1.5155
C (1.082, 0.134, -0.366)  -0.0259
C (0.139, -0.422, 0.575)  -0.3155
N (-1.146, 0.011, 0.185)  1.0666
C (-1.130, 0.892, -0.931)  -0.3723
H (0.709, 1.446, -2.132)  0.7265
H (2.267, -0.032, -0.434)  -0.2283
H (0.071, -1.222, 1.327)  0.3803
H (-1.989, -0.002, 0.725)  -0.0767
H (-2.144, 1.080, -1.406)  0.3655
C (2.568, -1.633, -3.636)  -0.4004
C (3.624, -1.233, -2.648)  -0.5202
C (4.556, -2.424, -2.624)  -0.5394
N (4.046, -3.476, -3.369)  0.0244
C (2.913, -3.078, -4.140)  -0.8613
H (1.747, -1.035, -3.900)  0.4807
H (3.733, -0.468, -2.012)  0.8911
H (5.436, -2.736, -1.969)  0.3001
H (4.341, -4.378, -3.360)  0.1610
H (2.320, -3.651, -4.747)  0.4991

Values from the calculation:
HOMO energy (eV): -7.4328
Molar mass (u): 536.728
Gap between HOMO and LUMO (eV): 8.014
Structure (SMILES): c1cc[nH]c1.c1cc[nH]c1.c1cc[nH]c1.c1cc[nH]c1.c1cc[nH]c1.c1cc[nH]c1.c1cc[nH]c1.c1cc[nH]c1



Arrangement 3

Molecular formula: C32H40N8
Method: DFT, ωB97M-V/def2-TZVPD

Each line ends with the Mulliken charge.
Element x y z (Å)
C (-0.246, -1.258, -1.760)  -0.5607
C (-1.466, -0.512, -1.715)  -0.4312
C (-1.701, -0.307, -0.225)  0.0598
N (-0.702, -0.942, 0.414)  0.5511
C (0.305, -1.618, -0.402)  -0.6836
H (0.006, -1.606, -2.725)  0.6126
H (-2.014, -0.103, -2.636)  0.3667
H (-2.597, 0.264, 0.250)  -0.1698
H (-0.637, -0.842, 1.505)  -0.2002
H (1.287, -2.108, -0.167)  0.5114
C (3.109, 3.756, 0.070)  -1.0403
C (2.620, 2.613, 0.961)  -0.3715
C (1.242, 2.447, 0.504)  0.3880
N (0.882, 3.493, -0.395)  0.1489
C (1.910, 4.360, -0.683)  -0.4435
H (4.140, 4.091, -0.115)  0.4295
H (3.162, 1.928, 1.670)  0.3866
H (0.220, 1.720, 0.886)  -0.3809
H (-0.099, 3.561, -0.873)  0.2179
H (1.956, 5.264, -1.152)  0.5232
C (0.700, -1.415, 3.547)  -0.7649
C (-0.583, -2.238, 3.556)  -0.2976
C (-1.666, -1.234, 3.447)  -0.8334
N (-1.180, 0.045, 3.385)  0.0042
C (0.138, 0.030, 3.515)  -0.4638
H (1.774, -1.808, 3.447)  0.3397
H (-0.476, -3.362, 3.720)  0.3903
H (-2.711, -1.349, 3.456)  0.4442
H (-1.790, 0.874, 3.497)  0.4070
H (0.632, 0.882, 3.620)  0.7417
C (-2.226, -5.870, -0.994)  -0.7897
C (-2.296, -5.655, 0.544)  -0.6207
C (-2.158, -4.262, 0.738)  -0.0975
N (-1.927, -3.618, -0.454)  -0.1816
C (-1.892, -4.529, -1.520)  -0.2884
H (-2.161, -6.715, -1.503)  0.5643
H (-2.415, -6.331, 1.305)  0.5175
H (-1.878, -3.517, 1.508)  -0.1258
H (-1.750, -2.531, -0.257)  0.4076
H (-1.410, -4.101, -2.400)  0.3987
C (-3.708, 2.352, 4.085)  -0.5254
C (-3.579, 2.168, 2.530)  -0.5938
C (-2.325, 2.842, 2.261)  0.1866
N (-1.730, 3.282, 3.389)  0.0147
C (-2.428, 2.963, 4.524)  -0.4176
H (-4.564, 1.967, 4.636)  0.3699
H (-4.168, 1.668, 1.829)  0.5526
H (-1.531, 2.961, 1.287)  -0.1675
H (-0.733, 3.707, 3.426)  0.3376
H (-2.150, 3.343, 5.611)  0.2861
C (3.202, -4.657, -1.361)  -0.4355
C (3.218, -5.421, -0.014)  -0.7350
C (1.674, -5.398, 0.424)  -0.5484
N (1.085, -4.588, -0.490)  0.3280
C (1.918, -4.179, -1.531)  -0.3928
H (3.942, -4.161, -2.018)  0.3466
H (4.038, -5.711, 0.572)  0.4274
H (1.299, -5.528, 1.308)  0.5129
H (0.061, -4.280, -0.347)  0.2453
H (1.494, -3.695, -2.392)  0.3292
C (-1.774, 2.902, -2.589)  -0.3323
C (-2.690, 3.197, -1.518)  -0.6685
C (-2.401, 4.748, -1.164)  -0.8082
N (-1.452, 5.146, -2.068)  -0.0127
C (-0.957, 4.264, -2.935)  -0.8743
H (-1.779, 2.012, -3.106)  0.5215
H (-3.239, 2.594, -1.027)  0.8932
H (-2.901, 5.249, -0.517)  0.6711
H (-1.043, 6.061, -1.807)  0.2877
H (-0.426, 4.321, -3.877)  0.3784
C (4.822, 1.205, -4.017)  -0.9206
C (3.764, 0.134, -3.875)  -0.5675
C (2.784, 0.675, -2.935)  0.0163
N (3.290, 1.861, -2.456)  0.1617
C (4.484, 2.219, -2.956)  -0.3565
H (5.521, 1.207, -4.703)  0.5227
H (3.420, -0.705, -4.496)  0.3566
H (1.720, 0.351, -2.734)  0.1322
H (2.678, 2.442, -1.892)  0.3310
H (5.058, 2.983, -2.628)  0.4815

Values from the calculation:
HOMO energy (eV): -7.3860
Molar mass (u): 536.728
Gap between HOMO and LUMO (eV): 7.584
Structure (SMILES): c1cc[nH]c1.c1cc[nH]c1.c1cc[nH]c1.c1cc[nH]c1.c1cc[nH]c1.c1cc[nH]c1.c1cc[nH]c1.c1cc[nH]c1



Which of them is the least stable? Correct choice: arrangement 2.



Arrangement 1

Molecular formula: C6H12NS
Method: DFT, ωB97M-V/def2-TZVPD

Each line ends with the natural charge from an NBO analysis.
Element x y z (Å)
C (1.365, 1.218, -0.595)  -0.3848
C (1.638, -0.281, -0.590)  -0.4492
C (-1.234, 1.095, 0.088)  -0.2177
C (-0.139, 0.890, -0.938)  -0.2892
C (0.178, -0.608, -0.981)  -0.1244
C (-0.773, -1.247, 0.640)  -0.2631
N (-1.071, 0.093, 1.182)  -0.5274
S (0.254, -2.194, 1.708)  0.0420
H (1.530, 1.758, 0.425)  0.1912
H (1.938, 1.749, -1.277)  0.2346
H (2.314, -0.383, -1.479)  0.2356
H (2.131, -0.739, 0.169)  0.2301
H (-1.124, 1.971, 0.674)  0.2188
H (-2.232, 1.180, -0.313)  0.2463
H (-0.347, 1.274, -1.994)  0.2667
H (0.117, -1.196, -1.903)  0.2469
H (-1.667, -1.883, 0.423)  0.2630
H (-0.390, 0.534, 1.778)  0.4432
H (-1.984, 0.168, 1.612)  0.4484
H (-0.504, -3.399, 1.371)  0.1890

Values from the calculation:
HOMO energy (eV): -13.1889
Total charge: +1
Molar mass (u): 130.236
Gap between HOMO and LUMO (eV): 9.732



Arrangement 2

Molecular formula: C6H12NS
Method: DFT, ωB97M-V/def2-TZVPD

Each line ends with the natural charge from an NBO analysis.
Element x y z (Å)
C (-1.556, 0.750, -1.185)  -0.4877
C (-2.593, 0.289, -0.134)  -0.0236
C (-1.750, -0.046, 1.002)  -0.1204
C (-0.260, 0.616, -0.366)  -0.2206
C (3.403, 0.247, -0.002)  -0.6139
C (2.150, -0.410, 0.568)  -0.4988
N (-2.192, -1.167, 0.110)  -0.6080
S (0.884, -0.735, -0.740)  0.2734
H (-1.537, 0.360, -2.185)  0.2561
H (-1.633, 1.913, -1.282)  0.2588
H (-3.692, 0.390, -0.146)  0.2533
H (-1.684, -0.023, 2.100)  0.2683
H (0.142, 1.428, 0.245)  0.2384
H (4.013, -0.458, -0.406)  0.2225
H (2.914, 0.889, -0.745)  0.2178
H (3.865, 0.720, 0.955)  0.2369
H (1.577, 0.278, 1.323)  0.2215
H (2.328, -1.423, 1.089)  0.2461
H (-2.936, -1.889, 0.156)  0.4469
H (-1.443, -1.729, -0.358)  0.4330

Values from the calculation:
HOMO energy (eV): -12.6221
Total charge: +1
Molar mass (u): 130.236
Gap between HOMO and LUMO (eV): 9.027



Which of them is the least stable? Correct choice: arrangement 2.



Arrangement 1

Molecular formula: CH4ClNO2P
Method: DFT, ωB97M-V/def2-TZVPD

Each line ends with the natural charge from an NBO analysis.
Element x y z (Å)
O (2.369, 0.399, -1.366)  -1.1702
P (1.333, 0.823, -0.428)  1.3170
Cl (2.184, 0.189, 1.575)  -0.6117
N (0.089, -0.321, -0.517)  -1.0381
C (-1.226, -0.104, -0.058)  0.1053
O (-1.280, 0.037, 1.348)  -0.7380
H (0.357, -1.222, -0.925)  0.3895
H (-1.616, 0.898, -0.650)  0.1063
H (-1.838, -0.889, -0.439)  0.1527
H (-0.374, 0.190, 1.461)  0.4872

Values from the calculation:
HOMO energy (eV): -3.6926
Total charge: -1
Molar mass (u): 128.475
Gap between HOMO and LUMO (eV): 7.738
Structure (SMILES): [O-]P(Cl)NCO



Arrangement 2

Molecular formula: CH4ClNO2P
Method: DFT, ωB97M-V/def2-TZVPD

Each line ends with the natural charge from an NBO analysis.
Element x y z (Å)
C (1.612, -0.609, -0.639)  -0.5112
N (1.339, -0.298, 0.752)  -0.4779
O (-1.729, 2.114, -0.526)  -1.0996
O (-2.135, 1.371, 1.949)  -1.0967
P (-1.700, 1.045, 0.534)  1.7707
Cl (-2.673, -0.814, -0.140)  -0.5004
H (0.941, -1.400, -1.038)  0.1840
H (1.203, 0.167, -1.268)  0.2283
H (2.649, -0.717, -0.655)  0.1944
H (0.493, -0.860, 1.031)  0.3084

Values from the calculation:
HOMO energy (spin up / spin down) (eV): -5.8134 / -3.5373
Total charge: -1
Molar mass (u): 128.475
Gap between HOMO and LUMO (spin up / spin down) (eV): 9.089 / 6.755



Which of them is the least stable? Correct choice: arrangement 2.